(1)
{
  "formula": "C3H11NO2",
  "method": "ωB97M-V/def2-TZVPD",
  "symbols": ["C", "C", "C", "N", "H", "H", "H", "H", "H", "H", "H", "H", "H", "O", "H", "H", "O"],
  "coordinates": [[0.2905, -1.2386, 1.1800], [-0.9277, -0.7579, 0.2274], [-1.8359, 0.8961, -0.3287], [-0.6190, 0.2750, -0.7392], [0.9663, -2.0154, 0.6779], [-0.1917, -1.8108, 1.9776], [0.9070, -0.4175, 1.5698], [-1.2327, -1.7179, -0.2902], [-1.7079, -0.5657, 1.0173], [-2.6997, 0.7847, -0.9938], [-1.8576, 1.4447, 0.6317], [1.1250, -0.5488, -1.3196], [2.5330, 0.0384, -1.4693], [2.0525, -0.8348, -1.4159], [0.6301, 1.4395, -0.3693], [1.1075, 2.9659, -0.2015], [1.4603, 2.0631, -0.1541]],
  "lumo_ev": [-7.56, -8.19],
  "e_above_lowest_kj_mol": 442.4,
  "charge": 1,
  "homo_lumo_gap_ev": [6.98, 6.34],
  "homo_energy_ev": [-14.54, -14.53],
  "multiplicity": 2
}



(2)
{
  "formula": "C8H26MgN8O6",
  "method": "ωB97M-V/def2-TZVPD",
  "symbols": ["Mg", "C", "C", "O", "H", "H", "H", "H", "H", "C", "C", "O", "H", "H", "H", "H", "H", "C", "O", "N", "N", "H", "H", "H", "H", "C", "O", "N", "N", "H", "H", "H", "H", "C", "O", "N", "N", "H", "H", "H", "H", "C", "O", "N", "N", "H", "H", "H", "H"],
  "coordinates": [[-0.2332, 0.2769, -0.4584], [-3.1133, 0.3348, 2.3105], [-3.2427, 0.2732, 0.7773], [-2.1393, 0.7441, 0.0746], [-2.7318, 1.2781, 2.7137], [-2.4939, -0.4711, 2.7077], [-4.1176, 0.2635, 2.7458], [-4.1104, 0.8590, 0.4538], [-3.3710, -0.7885, 0.5233], [-0.0624, -3.5436, -2.3573], [-1.0218, -2.4059, -1.9554], [-0.4569, -1.1676, -1.7793], [0.5071, -3.1771, -3.2120], [-0.5778, -4.4984, -2.4969], [0.5979, -3.8453, -1.5327], [-1.5095, -2.6957, -1.0034], [-1.8454, -2.4067, -2.6833], [0.0173, -1.8458, 1.9357], [-0.0508, -0.8471, 1.2295], [0.7345, -1.8049, 3.1094], [-0.4883, -3.0656, 1.6233], [1.0356, -0.9160, 3.4586], [0.7892, -2.5965, 3.7221], [-0.9580, -3.2061, 0.7444], [-0.5871, -3.7227, 2.3721], [2.6918, -1.0277, -0.5706], [1.8882, -0.1061, -0.4298], [3.7946, -1.1475, 0.2365], [2.4747, -2.0335, -1.4271], [3.8260, -0.5888, 1.0681], [4.4251, -1.9123, 0.1073], [1.5692, -1.9305, -1.8950], [2.9313, -2.9202, -1.4016], [0.1706, 2.8741, 1.4644], [0.3539, 1.9300, 0.7078], [1.1672, 3.6380, 2.0024], [-1.0879, 3.2421, 1.7619], [2.1049, 3.5815, 1.6609], [0.9176, 4.2853, 2.7245], [-1.3219, 4.0929, 2.2421], [-1.8903, 2.7057, 1.4577], [0.4843, 2.6721, -2.5077], [0.2392, 1.6586, -1.8813], [1.3865, 3.6069, -2.0809], [-0.0240, 2.9020, -3.7528], [1.6913, 4.3223, -2.7059], [1.8374, 3.3554, -1.2185], [-0.4660, 2.1313, -4.2249], [0.2657, 3.6430, -4.3606]],
  "lumo_ev": 0.45,
  "charge": 0,
  "homo_lumo_gap_ev": 6.67,
  "homo_energy_ev": -6.22
}



(3)
{
  "formula": "C5H8N2O3",
  "method": "ωB97M-V/def2-TZVPD",
  "symbols": ["O", "C", "O", "C", "N", "C", "C", "C", "N", "H", "H", "H", "H", "H", "H", "O", "H", "H"],
  "coordinates": [[-1.4216, 0.9656, -1.8755], [-1.3456, 0.5481, -0.7365], [-2.1105, 1.0726, 0.2120], [-1.6621, 0.9803, 1.7250], [-0.6163, 0.4090, 2.0192], [0.3223, -0.1126, 1.0532], [-0.3422, -0.4617, -0.2632], [-0.6637, -1.8834, -0.6081], [0.4621, -1.2011, -1.2090], [-2.4892, 1.3158, 2.3508], [1.1006, 0.6504, 0.8977], [0.8031, -1.0024, 1.4775], [-0.4266, -2.6521, 0.1300], [-1.5490, -2.0653, -1.2217], [0.2639, -0.9377, -2.1752], [3.4030, 1.3407, -0.2633], [2.5889, 1.8587, -0.3396], [3.6829, 1.1750, -1.1734]],
  "lumo_ev": 0.58,
  "e_above_lowest_kj_mol": 203.7,
  "charge": 0,
  "smiles": "O=C1OC=NC[C@@]12CN2.O",
  "homo_lumo_gap_ev": 10.64,
  "homo_energy_ev": -10.06
}



(4)
{
  "formula": "CH6NO",
  "method": "ωB97M-V/def2-TZVPD",
  "symbols": ["N", "H", "H", "H", "H", "O", "C", "H", "H"],
  "coordinates": [[-1.2958, -0.6172, -0.6533], [-1.0126, -1.6060, -0.6091], [-2.1876, -0.4347, -0.1984], [-1.3177, -0.4495, -1.6594], [-0.4546, -0.2349, -0.0920], [0.7306, 0.0302, 0.9461], [1.6059, 0.8658, 0.8064], [1.2864, 1.8401, 0.4203], [2.6454, 0.6062, 1.0394]],
  "lumo_ev": -3.99,
  "e_above_lowest_kj_mol": 36.3,
  "charge": 1,
  "homo_lumo_gap_ev": 11.44,
  "homo_energy_ev": -15.43
}



(5)
{
  "formula": "C18H28B3BrNO4P",
  "method": "ωB97M-V/def2-TZVPD",
  "symbols": ["C", "C", "C", "C", "B", "O", "B", "C", "C", "N", "O", "B", "P", "O", "Br", "O", "H", "H", "H", "H", "H", "H", "H", "H", "H", "H", "H", "H", "H", "H", "H", "H", "C", "C", "C", "C", "C", "C", "H", "H", "H", "H", "H", "H", "C", "C", "C", "C", "C", "C", "H", "H", "H", "H", "H", "H"],
  "coordinates": [[-1.5396, 4.4725, 2.9543], [-2.6858, 3.7522, 3.7200], [-3.1792, 2.4284, 3.0489], [-3.4364, 1.2704, 4.0965], [-2.2417, 1.9432, 1.8461], [-2.4422, 2.5680, 0.5934], [-1.3696, 2.2316, -0.2794], [-1.7124, 1.9582, -1.8059], [-2.9528, 1.0305, -2.0432], [-3.2030, 0.0280, -1.0127], [-0.0487, 2.1162, 0.2331], [-0.0456, 1.3287, 1.4003], [1.6798, 0.8362, 2.1289], [1.4080, -0.6820, 2.8166], [3.0957, 0.5436, 0.3681], [-1.2454, 0.9388, 2.0273], [-1.3281, 5.4045, 3.5080], [-0.5890, 3.9126, 2.9735], [-1.8366, 4.7659, 1.9412], [-3.5394, 4.4460, 3.7210], [-2.3346, 3.5740, 4.7462], [-4.1599, 2.6303, 2.5825], [-2.9040, 0.3481, 3.8302], [-4.5066, 1.0162, 4.0893], [-3.1446, 1.6450, 5.0843], [-0.8150, 1.6260, -2.3556], [-1.9589, 2.9447, -2.2534], [-2.8180, 0.4947, -2.9942], [-3.8326, 1.6742, -2.1641], [-2.3669, -0.4460, -0.7117], [-3.7439, 0.3838, -0.2440], [2.2069, -0.9220, 3.2843], [2.0224, 0.1696, -5.7470], [1.4888, 0.1499, -4.4648], [0.2638, -0.4624, -4.2310], [-0.4302, -1.0518, -5.2805], [0.0995, -1.0244, -6.5644], [1.3261, -0.4153, -6.7977], [2.9800, 0.6412, -5.9280], [2.0275, 0.6113, -3.6461], [-0.1503, -0.4807, -3.2301], [-1.3838, -1.5314, -5.0978], [-0.4435, -1.4789, -7.3837], [1.7398, -0.3961, -7.7981], [3.0907, -5.6008, 1.5092], [2.7442, -4.2803, 1.2526], [3.6588, -3.2625, 1.4923], [4.9193, -3.5652, 1.9931], [5.2628, -4.8851, 2.2578], [4.3494, -5.9030, 2.0146], [2.3799, -6.3945, 1.3163], [1.7611, -4.0436, 0.8650], [3.3893, -2.2339, 1.2894], [5.6335, -2.7720, 2.1775], [6.2432, -5.1208, 2.6530], [4.6178, -6.9319, 2.2187]],
  "lumo_ev": -0.13,
  "charge": 0,
  "smiles": "CC[C@H](C)B1OB(CCN)OB(P(O)Br)O1.c1ccccc1.c1ccccc1",
  "homo_lumo_gap_ev": 8.80,
  "homo_energy_ev": -8.92
}



(6)
{
  "formula": "C3H2FO3Yb",
  "method": "ωB97M-V/def2-TZVPD",
  "symbols": ["C", "C", "O", "C", "O", "O", "Yb", "F", "H", "H"],
  "coordinates": [[1.0228, 0.6079, -0.4677], [-0.0857, 1.4452, 0.0417], [-1.0687, 0.4712, 0.2773], [-0.5748, -0.7418, 0.1877], [0.8011, -0.6228, -0.2010], [-1.0656, -1.7777, 0.4580], [-1.0833, -4.4420, 0.8768], [1.9873, 0.8880, -1.2060], [0.1483, 2.0501, 0.9317], [-0.0814, 2.1218, -0.8984]],
  "lumo_ev": [-13.85, -17.92],
  "charge": 3,
  "homo_lumo_gap_ev": [7.19, 7.32],
  "homo_energy_ev": [-21.04, -25.25],
  "multiplicity": 3
}



Number 5 is which compound?
C18H28B3BrNO4P